79
Properties=species:S:1:pos:R:3 method="wB97M-V/def2-TZVPD" homo_lumo_gap_ev=6.8 e_tot_ev=-76653.6088
C 1.68703 3.57448 1.11092
C 0.73404 2.80896 0.55707
N 0.90425 1.40857 0.21552
C 1.36580 0.53776 1.15715
N 0.73199 0.25166 2.27780
C 1.19489 -0.76604 3.22768
C 1.56547 -0.21475 4.59842
C 2.31253 -1.29135 5.38350
C -0.50823 0.94984 2.62402
C -1.79396 0.11983 2.49174
C -2.96416 1.12172 2.45642
C -3.50078 1.24287 1.03917
C -4.37352 0.07785 0.54377
C -3.64906 -1.00586 -0.28331
C -4.10991 -1.13665 -1.73990
C -4.40835 -2.55609 -2.21530
C -3.21689 -3.51129 -1.98869
N 2.57520 -0.09545 0.79046
Cl 3.78672 0.25314 2.06406
C 2.95448 0.45250 -0.55884
C 3.48675 -0.62254 -1.50320
C 3.89115 -0.06381 -2.87917
P 4.28581 1.76423 -0.27633
O 4.10503 2.91291 -1.43162
O 5.66161 1.02417 -0.70239
C 1.64178 1.12263 -1.04331
C 0.75628 0.34106 -2.03033
C -0.16364 -0.72392 -1.44965
C 0.44339 -2.07945 -1.14359
O 0.88677 -2.65789 -2.36447
H 1.69918 4.62815 0.85555
H 2.40585 3.18936 1.82378
H -0.24301 3.21786 0.31915
H 1.99867 -1.34905 2.79690
H 0.35442 -1.45357 3.35406
H 0.64470 0.00805 5.14156
H 2.16019 0.69436 4.52726
H 2.62907 -0.93167 6.35833
H 1.69281 -2.17916 5.50841
H 3.19510 -1.60920 4.82367
H -0.43123 1.28250 3.66032
H -0.60972 1.84144 2.02074
H -1.72261 -0.46770 1.57743
H -1.85967 -0.58073 3.32491
H -3.73214 0.87950 3.18946
H -2.55844 2.09432 2.74920
H -4.09120 2.15637 0.96963
H -2.62637 1.36370 0.39162
H -5.21156 0.50296 -0.00390
H -4.79256 -0.43192 1.41665
H -3.72348 -1.94838 0.26711
H -2.59128 -0.75296 -0.31152
H -5.03399 -0.56904 -1.85497
H -3.31107 -0.68583 -2.32266
H -5.26504 -2.95214 -1.66777
H -4.59017 -2.53943 -3.28824
H -2.30001 -2.92860 -1.91755
H -3.32245 -4.08892 -1.06986
H -3.09678 -4.21376 -2.81040
H 2.74933 -1.40545 -1.65881
H 4.33181 -1.11376 -1.01844
H 3.61669 0.97987 -3.02102
H 3.45257 -0.65339 -3.67972
H 4.97097 -0.13608 -3.01071
H 4.54067 3.68876 -1.09607
H 5.91870 1.19178 -1.61320
H 1.83066 2.08677 -1.51374
H 0.10722 1.08347 -2.50035
H 1.37716 -0.05574 -2.82863
H -0.67923 -0.37317 -0.55739
H -0.94032 -0.88780 -2.20209
H -0.27889 -2.72097 -0.63305
H 1.29734 -1.96656 -0.46387
H 1.42235 -3.41771 -2.16836
O -0.27194 0.97504 -4.67538
Cl -1.51133 1.57433 -4.23613
O -1.22427 2.64616 -3.30679
O -2.29942 0.56458 -3.54448
O -2.25154 2.07541 -5.36041


84
Properties=species:S:1:pos:R:3 method="wB97M-V/def2-TZVPD" total_charge=-1 homo_lumo_gap_ev=2.2 e_tot_ev=-75643.7235
C 5.27092 -5.15963 -0.50008
C 5.46663 -4.80470 -2.04083
C 6.02963 -3.33738 -2.33694
C 5.76383 -2.26241 -1.19452
N 4.34520 -2.14611 -0.76482
N 3.88069 -0.83468 -0.79294
C 2.79619 -0.72661 0.21887
C 1.63190 0.25287 -0.19870
C 0.61713 -0.19818 -1.29137
F -0.67087 0.30965 -0.92341
F 0.93244 0.50689 -2.49520
C 0.51445 -1.72641 -1.68906
F 1.73467 -2.28208 -2.13892
F -0.27718 -1.73757 -2.87690
C -0.02625 -2.73694 -0.57698
F 1.01157 -3.64254 -0.25999
F -0.23036 -2.03752 0.65459
C -1.41443 -3.45167 -0.85923
F -2.43145 -2.56565 -1.27384
F -1.87058 -3.88509 0.42453
S -1.40573 -4.99560 -1.92977
F -2.27629 -4.16523 -3.13153
F -0.00259 -4.60435 -2.73766
F -0.64060 -5.93512 -0.77313
F -2.92394 -5.41204 -1.27042
F -1.52867 -6.37206 -2.89100
H 4.20522 -4.83238 -0.22514
H 5.28127 -6.28946 -0.33218
H 5.95338 -4.59611 0.20754
H 6.25649 -5.53650 -2.44106
H 4.53911 -4.99538 -2.67757
H 7.16298 -3.38800 -2.48944
H 5.58346 -2.98239 -3.32520
H 6.40250 -2.50400 -0.28596
H 6.13478 -1.24953 -1.58110
H 4.33187 -2.53823 0.20138
H 3.30186 -0.26797 1.15218
H 2.38101 -1.72973 0.55506
H 2.10788 1.23805 -0.53537
H 1.05199 0.51817 0.75423
C 1.17747 3.79586 1.38668
C 0.59267 5.14528 0.99007
N 1.10321 5.65540 -0.27541
C 0.75787 7.05236 -0.51376
C -0.72008 7.40297 -0.68247
C 0.96562 4.77154 -1.42825
C -0.44235 4.31138 -1.80872
H 2.26926 3.83230 1.41591
H 0.82505 3.51762 2.38321
H 0.87316 3.00213 0.70103
H 0.85286 5.85311 1.78480
H -0.50359 5.06815 0.98655
H 1.30828 7.41504 -1.38978
H 1.15222 7.64330 0.32231
H -1.10304 7.09493 -1.65627
H -0.84780 8.48778 -0.62106
H -1.34454 6.95873 0.09480
H 1.57532 3.87947 -1.25119
H 1.42948 5.24065 -2.30206
H -1.03434 4.00814 -0.94213
H -0.37791 3.44599 -2.47441
H -0.98821 5.08538 -2.35012
C -5.99667 -0.29718 4.30316
C -5.23571 0.45669 3.21881
N -3.89142 -0.05120 2.98315
C -3.07381 0.82239 2.15308
C -3.50806 1.03120 0.70602
C -3.77808 -1.46628 2.66449
C -4.53472 -1.97555 1.43739
H -5.43623 -0.30932 5.24126
H -6.95519 0.19358 4.49145
H -6.21121 -1.32792 4.01143
H -5.16385 1.49977 3.54587
H -5.83825 0.45753 2.29979
H -2.03874 0.46161 2.16087
H -3.02523 1.80474 2.63997
H -3.29206 0.15824 0.08888
H -2.95198 1.86865 0.27518
H -4.57034 1.26845 0.61744
H -4.11192 -2.04559 3.53229
H -2.72073 -1.73041 2.56107
H -5.55416 -1.58589 1.37901
H -4.60830 -3.06599 1.47975
H -4.01410 -1.73144 0.51183


75
Properties=species:S:1:pos:R:3 method="wB97M-V/def2-TZVPD" total_charge=+1 homo_lumo_gap_ev=2.1 de_lowest_kj_mol=0.0 e_tot_ev=-43950.6881
In 0.53165 -6.46583 4.59765
C 0.39282 -2.10118 2.47783
C 0.23792 -3.40386 3.21940
O -0.11162 -4.39510 2.51649
O 0.58568 -3.61383 4.40460
H 1.47838 -1.99116 2.37256
H 0.12425 -1.22193 3.05926
H -0.03781 -2.14329 1.48302
C -4.68316 -0.37593 2.46145
C -4.09415 -1.76449 2.30284
O -2.87793 -1.94729 2.06222
O -4.78452 -2.78880 2.41413
H -4.27766 0.35846 1.76865
H -4.64932 -0.06639 3.50688
H -5.76390 -0.38968 2.29189
C -0.21018 1.63693 2.44381
C 0.47860 2.82466 1.70254
C 1.68760 2.27061 0.92328
C 2.33176 3.13961 -0.14722
C 1.17536 3.64091 -1.02270
C 0.07472 4.43441 -0.27816
N -0.43039 3.56361 0.78856
O -1.58034 3.98627 1.46215
C 0.66002 5.77314 0.12412
C -1.02113 4.51247 -1.39010
C 0.95031 3.71716 2.83769
H -1.13379 1.95768 2.92346
H 0.48291 0.99976 2.98255
H -0.64052 0.97851 1.67356
H 2.54982 2.06890 1.57059
H 1.48034 1.26893 0.53267
H 3.06300 2.65329 -0.78551
H 2.63363 4.08217 0.30985
H 0.65910 2.85662 -1.58441
H 1.50852 4.33119 -1.80287
H 0.14143 6.31680 0.91834
H 1.66215 5.74051 0.56245
H 0.81992 6.47915 -0.69329
H -1.43177 3.50457 -1.42544
H -1.82984 5.13718 -1.00526
H -0.57945 4.88748 -2.30673
H 1.53163 4.55117 2.43183
H 1.61749 3.18003 3.50835
H 0.08921 4.19126 3.30747
H -2.22097 3.30165 1.23273
C 0.65685 -4.57122 -2.93002
C 0.93310 -3.72625 -1.68405
C 2.29404 -2.93441 -1.93533
C 2.12194 -1.58750 -2.63392
C 1.00039 -0.72513 -1.99698
C -0.34243 -1.43670 -1.96396
N -0.12201 -2.77694 -1.38949
O -1.32412 -3.43878 -1.18027
C -1.37889 -0.71660 -1.06130
C -0.87447 -1.40641 -3.39555
C 1.26839 -4.74307 -0.55818
H 1.51349 -5.12928 -3.30169
H -0.11501 -5.31565 -2.71090
H 0.22996 -4.03349 -3.78243
H 2.84028 -2.82510 -0.99852
H 2.90650 -3.53981 -2.60366
H 3.04705 -1.02239 -2.52157
H 1.85785 -1.66710 -3.68815
H 1.02874 0.23112 -2.52376
H 1.33028 -0.39779 -1.00415
H -2.35417 -1.15506 -1.25552
H -1.33560 0.31662 -1.41138
H -1.14248 -0.72165 0.00045
H -0.87828 -0.34930 -3.67239
H -1.87745 -1.83343 -3.44216
H -0.27181 -1.77855 -4.22507
H 1.09759 -4.18573 0.36730
H 0.60039 -5.59459 -0.62956
H 2.34306 -4.90698 -0.53898
H -1.64293 -3.70514 -2.06200